(1)
Molecular formula: C29H41IN8O2
Method: DFT, the ωB97M-V functional and the def2-TZVPD basis

The geometry in XYZ format:
```
81
Properties=species:S:1:pos:R:3:lowdin_charge:R:1
C -1.2846 -0.7561 -2.1163 -0.113
C -1.8785 0.7240 -1.8918 -0.331
C -3.4257 0.8741 -2.3113 -0.555
I -3.9106 3.0190 -2.0167 0.761
C -4.4287 0.0790 -1.3398 -0.443
O -5.6583 0.2312 -1.5524 0.005
O -3.8987 -0.7627 -0.3058 -0.073
C -4.8525 -0.7270 0.7942 -0.173
C -4.2634 -1.2143 2.2075 -0.136
C -2.6737 -1.1801 2.3380 -0.169
C -2.0047 -2.5167 2.8231 -0.040
C -0.4862 -2.6934 3.0529 -0.056
C 0.4145 -1.4579 2.8026 -0.209
C 1.9940 -1.5753 3.0729 -0.106
C -0.1902 -0.1251 2.3012 -0.015
C -1.7429 0.0239 2.0724 -0.016
H -1.9304 -1.5907 -1.6803 0.066
H -1.1602 -0.9493 -3.2358 0.073
H -0.2703 -0.7886 -1.5964 0.080
H -1.2604 1.4227 -2.5737 0.096
H -1.6679 1.0916 -0.8176 0.067
H -3.5902 0.6613 -3.4171 0.101
H -5.1754 0.3728 0.9309 0.141
H -5.7562 -1.4044 0.5530 0.139
H -4.6956 -0.5111 3.0153 0.125
H -4.6375 -2.2739 2.4420 0.107
H -2.6596 -3.4381 3.0491 0.084
H -0.0336 -3.6912 3.3942 0.084
H 2.3665 -0.6118 3.5799 0.050
H 2.1491 -2.4044 3.8617 0.066
H 2.5385 -1.7873 2.0906 0.069
H 0.4709 0.7909 2.1245 0.067
H -2.1646 1.0169 1.7153 0.084
C 1.8504 3.5776 0.7596 -0.065
C 0.3911 3.4233 0.4447 -0.224
N -0.7570 3.3038 0.1974 0.131
H 2.1905 4.5745 0.4713 0.062
H 2.0139 3.4412 1.8292 0.063
H 2.4300 2.8324 0.2133 0.057
C 4.7264 0.3487 0.4314 -0.059
C 3.8580 0.8303 1.5520 -0.225
N 3.1725 1.2108 2.4337 0.132
H 5.1485 -0.6254 0.6837 0.068
H 4.1345 0.2542 -0.4807 0.074
H 5.5393 1.0557 0.2571 0.078
C -0.7084 6.9537 -0.0577 -0.065
C 0.7170 7.3331 0.2073 -0.260
N 1.8407 7.6298 0.4153 0.109
H -1.0721 7.4712 -0.9470 0.079
H -0.7815 5.8762 -0.2178 0.038
H -1.3317 7.2297 0.7942 0.082
C -2.6278 -5.3961 0.1139 -0.056
C -1.1826 -5.0912 0.3660 -0.230
N -0.0457 -4.8482 0.5660 0.134
H -2.9778 -4.8390 -0.7566 0.078
H -2.7548 -6.4639 -0.0713 0.077
H -3.2236 -5.1114 0.9826 0.070
C 1.6407 4.8807 -3.3419 -0.065
C 2.1734 3.4802 -3.2644 -0.266
N 2.5920 2.3776 -3.2035 0.109
H 0.6292 4.8714 -3.7516 0.080
H 1.6169 5.3237 -2.3443 0.059
H 2.2791 5.4871 -3.9863 0.054
C 2.5253 2.4930 -7.2124 -0.067
C 3.1018 3.7269 -6.5875 -0.239
N 3.5659 4.7109 -6.1010 0.120
H 3.2998 1.7309 -7.3108 0.080
H 1.7195 2.1036 -6.5882 0.074
H 2.1288 2.7286 -8.2013 0.077
C 0.7728 -4.7257 6.4252 -0.071
C -0.6936 -4.8092 6.1270 -0.260
N -1.8478 -4.8740 5.8907 0.115
H 1.1502 -3.7379 6.1552 0.069
H 0.9450 -4.8945 7.4894 0.076
H 1.3115 -5.4822 5.8525 0.078
C 2.5994 -5.1059 -1.7881 -0.071
C 3.2812 -3.9205 -1.1763 -0.240
N 3.8147 -2.9861 -0.6937 0.114
H 3.3131 -5.9223 -1.9096 0.076
H 1.7838 -5.4375 -1.1427 0.038
H 2.1947 -4.8375 -2.7651 0.077
```

Multiplicity   1
Molecular weight   660.6 g mol⁻¹
Orbital gap   8.1 eV
Energy relative to the best compared isomer or geometry (same formula, charge and spin)   0.0 kcal per mole
Structure (SMILES)   CC[C@H](I)C(=O)OCCc1ccc(C)cc1.CC#N.CC#N.CC#N.CC#N.CC#N.CC#N.CC#N.CC#N
Electronic energy   -54846.5244 eV
LUMO   0.05 eV



(2)
Molecular formula: C6H16N3
Method: DFT, the ωB97M-V functional and the def2-TZVPD basis

The geometry in XYZ format:
```
25
Properties=species:S:1:pos:R:3:nbo_charge:R:1
C -1.0024 0.4024 1.0398 0.082
C -0.1457 -0.8248 -0.4856 0.140
C -2.4534 0.2575 1.2401 -0.675
C 1.1217 -2.1728 1.0645 -0.408
C 1.7064 0.9435 -0.0235 -0.451
C 0.2095 1.2104 -2.1640 -0.439
N -0.5122 1.4108 0.1745 -0.475
N 0.7658 -1.7529 -0.3075 -0.642
N 0.4409 0.7157 -0.7412 -0.133
H -0.3086 0.1443 1.7995 0.196
H -0.7886 -1.0147 -1.2544 0.182
H -2.8804 0.8640 2.0855 0.251
H -2.8194 -0.6610 1.2980 0.251
H -2.9521 0.5588 0.3432 0.216
H 0.3324 -2.8476 1.3428 0.214
H 2.1115 -2.4938 1.1725 0.224
H 1.1215 -1.3171 1.7278 0.196
H 2.2381 -0.0367 0.1427 0.243
H 2.3572 1.7884 -0.5202 0.253
H 1.4861 1.3757 0.9537 0.251
H 0.2258 2.3298 -2.1184 0.242
H 0.9699 0.7642 -2.8260 0.250
H -0.8327 1.0271 -2.5955 0.243
H -1.3288 1.8235 -0.3431 0.381
H 0.9373 -2.4947 -1.0054 0.410
```

Multiplicity   1
Molecular weight   130.2 g mol⁻¹
Orbital gap   9.5 eV
Energy relative to the best compared isomer or geometry (same formula, charge and spin)   96.8 kcal per mole
Charge   +1
Electronic energy   -10940.6492 eV
LUMO   -3.11 eV



(3)
Molecular formula: C2H6BBrO2
Method: DFT, the ωB97M-V functional and the def2-TZVPD basis

The geometry in XYZ format:
```
12
Properties=species:S:1:pos:R:3:nbo_charge:R:1
B 0.9466 0.4815 0.2739 1.033
C 0.9508 -1.0396 -0.1046 -0.625
C -1.6371 -0.7951 -0.5577 -0.502
O 0.7723 1.0498 1.5813 -0.926
O 1.3492 1.2984 -0.8179 -0.899
Br -2.3935 0.0336 0.9080 0.076
H 0.6495 -1.9346 0.6224 0.221
H 1.0624 -1.2899 -1.1797 0.213
H -1.6880 -0.0521 -1.4348 0.217
H -2.0263 -1.8428 -0.6445 0.210
H 0.5937 1.8621 1.9057 0.499
H 1.4204 2.2288 -0.5522 0.483
```

Multiplicity   1
Molecular weight   152.8 g mol⁻¹
Orbital gap (alpha / beta)   8.5 / 8.3 eV
Energy relative to the best compared isomer or geometry (same formula, charge and spin)   81.0 kcal per mole
Electronic energy   -76983.8930 eV
LUMO (alpha / beta)   -0.27 / -0.33 eV



(4)
Molecular formula: C5H11NOS
Method: DFT, the ωB97M-V functional and the def2-TZVPD basis

The geometry in XYZ format:
```
19
Properties=species:S:1:pos:R:3:nbo_charge:R:1
C 0.1268 -0.7874 1.2505 -0.667
C 1.3054 -0.0996 0.7921 0.082
C 1.1373 1.4444 0.8540 -0.648
C 0.9459 -0.2957 -1.5378 -0.257
C -2.9807 -0.2019 -0.9029 -0.077
H 0.4888 -1.7349 1.5906 0.231
H -0.2780 -0.5335 2.3542 0.205
H -0.7454 -0.5805 0.6626 0.242
H 2.0988 -0.4022 1.4647 0.182
H 1.9146 2.0778 0.4367 0.214
H 0.2252 1.7724 0.3821 0.213
H 1.0587 1.5177 1.9298 0.220
H 1.5130 -0.5219 -2.5637 0.230
H 0.7534 0.8486 -1.7114 0.213
H -3.2227 -1.1806 -1.6978 0.148
H -3.6846 0.3708 -0.3272 0.202
N -1.7059 0.0571 -0.8473 -0.584
O 1.8316 -0.6793 -0.4011 -0.513
S -0.7822 -1.0715 -1.7281 0.365
```

Multiplicity   1
Molecular weight   133.2 g mol⁻¹
Orbital gap   9.6 eV
Energy relative to the best compared isomer or geometry (same formula, charge and spin)   108.5 kcal per mole
Structure (SMILES)   C=NSCOC(C)C
Electronic energy   -19732.3918 eV
LUMO   0.69 eV



(5)
Molecular formula: C6H9N2O
Method: DFT, the ωB97M-V functional and the def2-TZVPD basis

The geometry in XYZ format:
```
18
Properties=species:S:1:pos:R:3:nbo_charge:R:1
C -1.3248 0.8708 -0.6772 0.487
C -3.5794 -0.0195 -0.0530 0.666
C 4.0961 0.3646 -0.1456 -0.343
C 2.7243 0.4005 0.0243 -0.199
C 0.3085 -0.5668 0.2052 0.145
C 1.7263 -0.6123 0.4947 -0.543
N -2.5529 0.3977 -0.4675 -0.428
N -4.7029 -0.5628 0.0694 -0.744
O -0.1412 0.5280 -0.2804 -0.408
H -1.3371 1.7210 -1.2143 0.193
H 4.6887 1.2469 -0.3762 0.213
H 4.6813 -0.4686 -0.0750 0.190
H 2.2969 1.4055 -0.1304 0.193
H -0.2754 -1.4386 0.4971 0.189
H 2.1918 -1.6501 0.3807 0.257
H 1.7165 -0.4305 1.6153 0.259
H -5.2702 -0.3970 0.8681 0.440
H -5.2466 -0.7888 -0.7352 0.432
```

Multiplicity   3
Molecular weight   125.2 g mol⁻¹
⟨S²⟩   2.018
Orbital gap (alpha / beta)   6.8 / 6.3 eV
Energy relative to the best compared isomer or geometry (same formula, charge and spin)   48.8 kcal per mole
Charge   +1
Electronic energy   -11382.1781 eV
LUMO (alpha / beta)   -3.61 / -5.91 eV



(6)
Molecular formula: C29H22Br2N4O3PbS2
Method: DFT, the ωB97M-V functional and the def2-TZVPD basis

The geometry in XYZ format:
```
63
Properties=species:S:1:pos:R:3:nbo_charge:R:1
Pb 0.5817 -0.4064 1.6082 1.360
C 0.7654 3.1032 3.8085 -0.678
C -0.0993 3.2409 2.6152 0.376
O -0.9618 2.2412 2.3490 -0.245
C -0.1895 4.1955 1.6518 -0.346
C -1.1540 3.7407 0.7310 0.229
C -1.6369 4.2875 -0.5579 -0.650
N -1.5915 2.5619 1.1475 0.177
N -2.4665 1.7958 0.5199 -0.467
C -2.6348 0.5014 0.8434 0.593
O -2.0700 -0.0889 1.7822 -0.703
C -3.6124 -0.2047 -0.0344 -0.064
C -3.9586 0.2981 -1.2877 -0.204
C -4.8125 -0.4151 -2.1105 -0.209
C -5.3212 -1.6359 -1.6907 -0.199
C -4.9908 -2.1327 -0.4388 -0.217
C -4.1340 -1.4225 0.3855 -0.187
H 1.1536 2.0835 3.8710 0.281
H 0.2084 3.3164 4.7226 0.243
H 1.5973 3.7984 3.7348 0.243
H 0.3541 5.1222 1.6038 0.248
H -1.3910 5.3419 -0.6574 0.233
H -2.7130 4.1470 -0.6432 0.259
H -1.1715 3.7375 -1.3796 0.244
H -3.5487 1.2469 -1.6031 0.223
H -5.0759 -0.0232 -3.0850 0.210
H -5.9775 -2.2003 -2.3412 0.213
H -5.3981 -3.0791 -0.1063 0.215
H -3.8565 -1.8010 1.3614 0.236
C 1.4129 0.7144 -1.9091 -0.633
C 2.6823 0.4410 -1.1573 0.240
C 3.9143 0.4352 -1.8429 -0.258
C 5.0771 0.2938 -1.1439 -0.116
C 5.0493 0.2128 0.2658 -0.132
C 6.1934 0.1468 1.0839 -0.100
Br 7.9340 0.1356 0.3138 0.037
C 6.0780 0.1224 2.4481 -0.225
C 4.8191 0.1755 3.0418 -0.168
Br 4.6907 0.2263 4.9315 0.056
C 3.6209 0.2232 2.3187 0.321
O 2.4673 0.3147 2.8910 -0.831
C 3.7695 0.2147 0.8819 0.163
N 2.6272 0.2807 0.1450 -0.518
H 1.3878 0.1539 -2.8435 0.226
H 1.3669 1.7778 -2.1572 0.225
H 0.5381 0.4638 -1.3093 0.220
H 3.9238 0.5473 -2.9192 0.220
H 6.0299 0.2679 -1.6544 0.234
H 6.9589 0.0710 3.0722 0.241
S 0.4976 -2.8980 2.5508 -0.254
C -0.2923 -3.1805 1.0631 -0.092
N -0.1892 -2.3558 0.0476 -0.612
C -0.8141 -2.8512 -1.0858 0.196
C -0.8526 -2.2646 -2.3485 -0.245
C -1.4274 -2.9552 -3.3995 -0.198
C -1.9845 -4.2193 -3.2174 -0.224
C -2.0009 -4.7997 -1.9618 -0.208
C -1.4154 -4.1106 -0.9111 -0.248
S -1.2248 -4.6229 0.7409 0.409
H -0.4318 -1.2815 -2.4975 0.212
H -1.4429 -2.5069 -4.3850 0.212
H -2.4050 -4.7534 -4.0594 0.216
H -2.4523 -5.7691 -1.7932 0.221
```

Multiplicity   1
Molecular weight   905.7 g mol⁻¹
Orbital gap   7.3 eV
Energy relative to the best compared isomer or geometry (same formula, charge and spin)   22.2 kcal per mole
Electronic energy   -209536.4416 eV
LUMO   -0.14 eV



Q: The lowest molecular weight belongs to which entry?
A: C6H9N2O



Q: energy relative to the best compared isomer or geometry (same formula, charge and spin) of number 3 (C2H6BBrO2)?
A: 81.0 kcal per mole



Q: molecular weight of number 2 (C6H16N3)?
A: 130.2 g mol⁻¹